Density functional theory data (the ωB97M-V functional and the def2-TZVPD basis) for a molecular structure, C37H27Cl5I2N5O2P2Pb at a distorted geometry.

```
! wB97M-V def2-TZVPD RIJCOSX def2/J DEFGRID3
* xyz 3 1
Pb 0.528 -0.341 -1.694
O -0.637 1.144 -0.687
P -1.003 1.305 0.790
C -1.543 -0.285 1.533
P -0.344 -1.593 1.374
O 0.623 -1.303 0.184
C 0.654 -1.423 2.820
C 1.712 -0.483 2.849
C 2.191 -0.061 4.062
C 1.661 -0.598 5.252
C 0.658 -1.522 5.211
C 0.161 -1.932 4.006
C -1.097 -3.207 1.266
C -2.383 -3.544 1.640
C -2.853 -4.862 1.502
C -2.001 -5.818 0.939
C -0.710 -5.473 0.598
C -0.228 -4.208 0.819
C -2.433 2.384 0.888
C -3.596 2.005 1.528
C -4.634 2.926 1.696
C -4.517 4.197 1.145
C -3.374 4.536 0.421
C -2.322 3.647 0.310
C 0.391 2.146 1.630
C 0.184 2.815 2.793
C 1.269 3.431 3.411
C 2.496 3.445 2.768
C 2.669 2.788 1.552
C 1.598 2.129 0.973
H -2.452 -0.554 1.007
H -1.807 -0.090 2.588
H 2.114 -0.126 1.923
H 3.015 0.619 4.081
H 2.114 -0.350 6.215
H 0.280 -1.975 6.142
H -0.658 -2.683 3.974
H -2.989 -2.752 2.050
H -3.909 -5.061 1.764
H -2.349 -6.829 0.766
H -0.018 -6.190 0.177
H 0.783 -3.954 0.607
H -3.696 1.048 2.011
H -5.514 2.669 2.251
H -5.298 4.951 1.207
H -3.307 5.504 -0.013
H -1.457 3.992 -0.236
H -0.823 2.875 3.190
H 1.140 3.943 4.366
H 3.329 3.992 3.186
H 3.653 2.720 1.073
H 1.725 1.588 0.028
Cl -2.306 -2.044 -1.329
C -1.827 -1.837 -2.939
C -0.499 -1.439 -3.161
C -0.002 -1.262 -4.469
Cl 1.605 -0.833 -4.644
C -0.915 -1.307 -5.528
Cl -0.311 -0.689 -6.952
C -2.219 -1.770 -5.329
Cl -3.266 -1.870 -6.644
C -2.634 -2.085 -4.028
Cl -4.098 -2.794 -3.660
N 4.907 -0.572 -1.630
C 3.778 -1.146 -1.299
N 2.796 -0.301 -1.613
C 3.412 0.786 -2.149
N 4.692 0.627 -2.142
C 2.618 1.869 -2.779
C 3.200 2.854 -3.568
N 2.470 3.822 -4.124
C 1.156 3.725 -3.938
C 0.563 2.667 -3.264
N 1.296 1.729 -2.662
H 5.865 -0.843 -1.549
H 3.599 -2.155 -0.909
H 4.268 2.900 -3.703
H 0.528 4.508 -4.346
H -0.551 2.618 -3.100
I 2.177 -4.538 -3.236
I 2.701 -6.198 -5.238
*
```

The energy relative to the best compared isomer or geometry (same formula, charge and spin) comes out at 188.07 kJ/mol. The HOMO energy comes out at -15.315 eV. Its HOMO-LUMO gap is 5.8041 eV.

Charges per atom according to Löwdin partitioning, unit e: 1.43 -0.43 0.86 -0.29 0.79 -0.46 -0.28 -0.07 -0.04 -0.02 -0.06 -0.07 -0.37 -0.10 -0.02 -0.02 -0.05 -0.08 -0.30 -0.07 -0.03 -0.02 -0.04 -0.07 -0.30 -0.05 -0.02 -0.04 -0.05 -0.12 0.05 0.11 0.08 0.11 0.13 0.14 0.13 0.11 0.13 0.13 0.12 0.10 0.10 0.12 0.13 0.11 0.11 0.13 0.13 0.13 0.12 0.07 0.85 -0.71 -0.35 -0.77 0.79 -0.72 0.82 -0.67 0.84 -0.72 0.83 0.11 -0.07 0.01 -0.31 0.18 -0.20 0.00 0.16 -0.05 -0.06 0.01 0.19 0.16 0.14 0.14 0.15 -0.02 0.16

Density functional theory data (the ωB97M-V functional and the def2-TZVPD basis) for a molecular structure, C37H27CoN5O4S2.

```
! wB97M-V def2-TZVPD RIJCOSX def2/J DEFGRID3
* xyz -1 5
Co -0.051 0.103 0.278
O 3.193 -1.742 -2.204
C 2.302 -1.088 -1.650
N 1.925 0.093 0.462
C 2.345 0.096 1.900
O 3.530 0.080 2.252
C 1.209 0.136 2.754
C 1.386 0.089 4.158
C 0.301 0.100 4.985
C -0.981 0.160 4.405
C -1.091 0.185 3.032
N -0.050 0.173 2.193
C 1.275 -0.359 -2.328
C 1.434 -0.187 -3.730
C 0.493 0.476 -4.460
C -0.644 0.968 -3.791
C -0.762 0.745 -2.438
N 0.140 0.099 -1.689
H 2.404 0.040 4.520
H 0.416 0.058 6.061
H -1.876 0.167 5.011
H -2.067 0.202 2.571
H 2.323 -0.608 -4.177
H 0.609 0.612 -5.528
H -1.423 1.502 -4.317
H -1.641 1.094 -1.914
O 4.707 -0.262 -0.556
C 4.845 1.048 -0.375
C 6.105 1.645 -0.352
C 6.246 3.016 -0.285
C 5.117 3.827 -0.255
C 3.867 3.247 -0.258
C 3.696 1.856 -0.283
C 2.313 1.387 -0.127
O 1.387 2.177 -0.223
N 2.174 -1.197 -0.174
N 1.006 -1.909 0.143
C 0.949 -3.151 -0.084
S -0.555 -3.995 0.271
C 0.065 -5.642 -0.205
C 1.558 -5.657 0.039
S 2.255 -4.157 -0.737
H 5.558 -0.707 -0.518
H 6.984 1.011 -0.401
H 7.235 3.456 -0.267
H 5.219 4.904 -0.212
H 2.969 3.846 -0.212
H -0.163 -5.806 -1.258
H -0.464 -6.373 0.406
H 2.040 -6.524 -0.412
H 1.782 -5.630 1.105
C -1.917 0.056 0.170
C -3.147 0.043 0.129
C -4.541 0.010 0.034
C -5.317 0.578 1.129
C -6.605 0.125 1.468
C -7.300 0.670 2.534
C -6.735 1.675 3.307
C -5.452 2.118 3.006
C -4.757 1.581 1.939
C -5.133 -0.599 -1.149
C -6.421 -0.279 -1.615
C -6.942 -0.878 -2.749
C -6.198 -1.805 -3.465
C -4.906 -2.104 -3.046
C -4.379 -1.508 -1.916
H -7.044 -0.693 0.914
H -8.289 0.298 2.771
H -7.284 2.103 4.137
H -4.992 2.892 3.609
H -3.765 1.943 1.701
H -7.002 0.476 -1.103
H -7.936 -0.609 -3.086
H -6.616 -2.283 -4.342
H -4.305 -2.808 -3.608
H -3.372 -1.738 -1.594
*
```

The energy relative to the best compared isomer or geometry (same formula, charge and spin) comes out at 272.61 kJ/mol. The HOMO energy (spin up / spin down) comes out at -2.813 / -5.611 eV. Its HOMO-LUMO gap (spin up / spin down) is 5.0781 / 7.4500 eV.

Charges per atom according to Löwdin partitioning, unit e: 0.48 -0.03 -0.44 -0.05 -0.38 0.03 -0.18 -0.02 -0.10 -0.09 -0.13 0.02 -0.19 -0.02 -0.10 -0.09 -0.14 0.02 0.11 0.09 0.09 0.08 0.11 0.09 0.09 0.09 0.09 -0.25 -0.02 -0.09 -0.10 -0.01 -0.06 -0.30 0.10 -0.01 -0.03 -0.87 0.91 -0.54 -0.53 0.96 0.13 0.11 0.10 0.10 0.12 0.07 0.07 0.07 0.07 -0.03 -0.13 -0.15 -0.18 -0.05 -0.10 -0.11 -0.09 -0.03 -0.17 -0.05 -0.10 -0.11 -0.09 -0.02 0.11 0.10 0.09 0.10 0.11 0.11 0.09 0.09 0.10 0.11

Density functional theory data (the ωB97M-V functional and the def2-TZVPD basis) for a molecular structure, C37H27N7O2STi at a distorted geometry.

```
! wB97M-V def2-TZVPD RIJCOSX def2/J DEFGRID3
* xyz -2 3
Ti -0.505 -0.417 -0.513
O 3.126 1.883 1.571
C 1.928 1.605 1.542
N 1.422 0.374 1.356
C 2.304 -0.769 1.292
C 3.221 -0.954 2.319
C 4.032 -2.073 2.367
C 3.904 -3.026 1.364
C 2.994 -2.854 0.336
C 2.163 -1.718 0.259
N 1.191 -1.537 -0.739
C 1.267 -2.254 -1.941
O 2.222 -2.974 -2.286
C 0.115 -2.074 -2.818
C -0.044 -2.912 -3.926
C -1.129 -2.769 -4.752
C -2.072 -1.728 -4.441
C -1.874 -0.956 -3.338
N -0.819 -1.088 -2.485
C 0.967 2.788 1.740
C 1.537 3.966 2.208
C 0.713 5.064 2.395
C -0.636 4.953 2.100
C -1.106 3.737 1.623
N -0.316 2.679 1.455
H 3.291 -0.194 3.086
H 4.741 -2.201 3.177
H 4.514 -3.924 1.381
H 2.906 -3.593 -0.440
H 0.718 -3.663 -4.092
H -1.274 -3.422 -5.604
H -2.951 -1.560 -5.050
H -2.591 -0.189 -3.069
H 2.600 3.992 2.395
H 1.124 5.999 2.758
H -1.316 5.785 2.234
H -2.149 3.601 1.349
C 2.176 1.062 -1.912
C 0.970 1.957 -1.951
C 1.141 3.230 -2.567
C 0.102 4.071 -2.696
C -1.171 3.683 -2.224
C -2.279 4.549 -2.353
C -3.492 4.151 -1.869
C -3.632 2.903 -1.246
C -2.575 2.011 -1.084
S -2.813 0.516 -0.272
C -1.288 2.417 -1.606
N -0.191 1.572 -1.464
H 3.005 1.567 -2.408
H 1.984 0.124 -2.427
H 2.491 0.816 -0.899
H 2.126 3.496 -2.928
H 0.222 5.043 -3.164
H -2.143 5.512 -2.833
H -4.354 4.802 -1.963
H -4.595 2.595 -0.857
N -0.481 -0.147 2.709
C -0.074 -0.046 1.509
H 0.265 0.100 3.367
C -1.574 -2.467 -0.035
C -1.423 -3.026 1.290
C -2.321 -2.745 2.346
C -2.176 -3.298 3.595
C -1.102 -4.153 3.880
C -0.179 -4.419 2.866
C -0.339 -3.873 1.610
C -0.964 -4.754 5.184
N -0.857 -5.237 6.227
H -2.612 -2.243 -0.282
H -1.108 -3.081 -0.802
H -3.132 -2.051 2.157
H -2.885 -3.062 4.380
H 0.667 -5.066 3.073
H 0.393 -4.084 0.839
*
```

The energy relative to the best compared isomer or geometry (same formula, charge and spin) comes out at 103.74 kJ/mol. The HOMO energy (spin up / spin down) comes out at 0.199 / -1.619 eV. Its HOMO-LUMO gap (spin up / spin down) is 3.9832 / 5.7983 eV.

Charges per atom according to Löwdin partitioning, unit e: 0.73 0.02 -0.43 0.01 -0.16 -0.04 -0.12 -0.11 -0.03 -0.19 -0.02 -0.49 -0.03 -0.24 -0.06 -0.12 -0.12 -0.17 -0.06 -0.17 -0.01 -0.08 -0.08 -0.11 0.15 0.11 0.08 0.09 0.09 0.10 0.07 0.07 0.08 0.11 0.09 0.09 0.11 0.00 -0.28 -0.03 -0.03 -0.17 -0.09 -0.12 -0.15 -0.65 0.66 -0.20 0.07 0.08 0.08 0.07 0.10 0.11 0.09 0.09 0.09 0.09 -0.36 0.04 -0.18 -0.30 -0.06 -0.07 -0.28 -0.05 -0.04 -0.23 0.08 0.02 0.05 0.11 0.10 0.10 0.10

Density functional theory data (the ωB97M-V functional and the def2-TZVPD basis) for a molecular structure, C37H28BrN5OSeZn at a distorted geometry.

```
! wB97M-V def2-TZVPD RIJCOSX def2/J DEFGRID3
* xyz -2 1
Zn -0.214 -0.146 0.959
C -1.318 2.584 4.138
C -1.637 1.692 5.149
C -1.694 0.341 4.876
C -1.441 -0.135 3.585
C -1.093 0.749 2.543
C -1.040 2.103 2.871
C -1.525 -1.567 3.279
C -1.992 -2.517 4.235
C -2.050 -3.841 3.920
C -1.666 -4.259 2.630
C -1.701 -5.601 2.210
C -1.349 -5.941 0.932
C -0.949 -4.946 0.028
C -0.885 -3.637 0.413
C -1.236 -3.252 1.723
N -1.156 -1.959 2.077
H -1.271 3.647 4.352
H -1.840 2.048 6.152
H -1.914 -0.333 5.697
H -0.771 2.807 2.095
H -2.311 -2.200 5.216
H -2.397 -4.577 4.638
H -2.019 -6.358 2.916
H -1.385 -6.974 0.607
H -0.694 -5.221 -0.986
H -0.593 -2.857 -0.266
Br -4.578 5.300 -4.394
C -2.964 4.373 -4.840
C -2.899 2.998 -4.694
C -1.730 2.353 -5.014
C -0.616 3.057 -5.507
C -0.723 4.449 -5.658
C -1.890 5.100 -5.326
N 0.457 2.400 -6.038
N 0.937 1.308 -5.613
C 0.795 0.834 -4.357
C 0.871 -0.568 -4.229
C 0.522 -1.215 -3.079
C 0.110 -0.502 -1.917
O -0.318 -1.071 -0.894
C 0.274 0.943 -1.952
N 0.155 1.567 -0.778
C 0.384 2.858 -0.727
C 0.822 3.594 -1.829
C 0.950 2.962 -3.043
C 0.620 1.604 -3.155
H -3.734 2.435 -4.306
H -1.670 1.282 -4.895
H 0.131 5.006 -6.016
H -1.966 6.172 -5.432
H 1.125 -1.121 -5.123
H 0.521 -2.296 -3.028
H 0.263 3.337 0.234
H 1.085 4.637 -1.714
H 1.349 3.497 -3.892
C 4.890 0.354 2.262
C 4.178 -1.003 2.179
C 4.122 -1.658 3.565
C 4.891 -1.925 1.183
C 2.806 -0.764 1.720
C 1.681 -0.535 1.355
H 5.925 0.247 2.592
H 4.358 1.000 2.959
H 4.875 0.835 1.285
H 5.125 -1.838 3.959
H 3.588 -2.605 3.504
H 3.578 -1.014 4.254
H 5.928 -2.104 1.479
H 4.879 -1.478 0.190
H 4.370 -2.879 1.126
Se -3.643 -0.406 -0.722
C -5.301 0.218 -0.798
N -6.388 0.611 -0.863
*
```

The energy relative to the best compared isomer or geometry (same formula, charge and spin) comes out at 63.31 kJ/mol. The HOMO energy comes out at -1.414 eV. Its HOMO-LUMO gap is 5.5640 eV.

Charges per atom according to Löwdin partitioning, unit e: 0.55 -0.12 -0.13 -0.06 -0.20 -0.13 -0.13 -0.20 0.00 -0.02 -0.16 -0.06 -0.11 -0.08 0.02 -0.18 0.14 0.09 0.08 0.08 0.06 0.09 0.11 0.10 0.09 0.10 0.08 0.67 -0.69 -0.11 -0.01 -0.33 -0.05 -0.16 0.02 0.04 -0.29 -0.03 -0.01 -0.35 -0.14 -0.13 0.13 -0.12 -0.04 -0.01 -0.09 0.11 0.12 0.10 0.09 0.10 0.11 0.09 0.10 0.11 -0.07 -0.65 -0.07 -0.07 -0.19 -0.04 0.07 0.08 0.08 0.07 0.08 0.08 0.07 0.08 0.08 0.35 -1.11 -0.07

Density functional theory data (the ωB97M-V functional and the def2-TZVPD basis) for a molecular structure, C37H28Cl2CoN5O2Te.

```
! wB97M-V def2-TZVPD RIJCOSX def2/J DEFGRID3
* xyz -1 2
Co 0.938 -0.227 -0.777
C -2.038 4.412 -0.295
C -1.385 4.033 0.870
C -0.317 3.148 0.818
C 0.122 2.638 -0.407
C -0.549 3.007 -1.570
C -1.617 3.890 -1.512
N 1.163 1.690 -0.447
C 2.331 1.946 0.117
C 2.823 3.236 0.498
C 4.059 3.361 1.058
C 4.907 2.244 1.294
C 4.476 0.996 0.952
C 3.201 0.836 0.373
N 2.633 -0.348 0.041
N 3.180 -1.479 0.289
C 2.336 -2.496 -0.132
C 2.715 -3.833 -0.004
C 1.850 -4.812 -0.444
C 0.627 -4.456 -1.006
C 0.319 -3.115 -1.106
N 1.147 -2.164 -0.677
H -2.876 5.098 -0.253
H -1.718 4.414 1.829
H 0.172 2.814 1.726
H -0.226 2.588 -2.512
H -2.122 4.167 -2.430
H 2.207 4.106 0.318
H 4.413 4.350 1.325
H 5.885 2.394 1.730
H 5.083 0.113 1.106
H 3.677 -4.063 0.431
H 2.124 -5.856 -0.353
H -0.075 -5.199 -1.355
H -0.610 -2.758 -1.533
Cl -2.537 0.386 4.938
C -1.129 -0.453 4.321
C 0.108 0.127 4.519
C 1.239 -0.496 4.020
C 1.114 -1.714 3.377
C -0.132 -2.293 3.224
Cl -0.202 -3.858 2.475
C -1.309 -1.662 3.636
N -2.585 -2.216 3.442
C -3.022 -2.664 2.137
C -3.465 -3.979 2.040
C -3.889 -4.506 0.835
C -3.866 -3.707 -0.302
C -3.451 -2.390 -0.206
C -3.042 -1.837 1.010
C -2.631 -0.382 1.028
C -1.224 -0.235 0.456
O -0.254 -0.155 1.229
O -1.099 -0.254 -0.810
H 0.169 1.077 5.030
H 2.211 -0.033 4.125
H 1.981 -2.227 2.981
H -3.289 -1.653 3.899
H -3.432 -4.588 2.935
H -4.219 -5.536 0.778
H -4.178 -4.106 -1.260
H -3.431 -1.757 -1.086
H -2.648 0.028 2.033
H -3.319 0.187 0.403
Te 1.842 -0.411 -3.361
C 0.860 1.175 -4.354
C -0.487 1.069 -4.711
C -1.154 2.127 -5.317
C -0.487 3.316 -5.588
C 0.857 3.429 -5.254
C 1.522 2.370 -4.647
H -1.020 0.154 -4.485
H -2.204 2.024 -5.569
H -1.009 4.145 -6.052
H 1.390 4.352 -5.457
H 2.565 2.475 -4.374
*
```

The energy relative to the best compared isomer or geometry (same formula, charge and spin) comes out at 8.11 kJ/mol. The HOMO energy (spin up / spin down) comes out at -3.582 / -3.907 eV. Its HOMO-LUMO gap (spin up / spin down) is 5.2319 / 5.6462 eV.

Charges per atom according to Löwdin partitioning, unit e: 0.28 -0.12 -0.10 -0.04 -0.27 0.00 -0.08 0.03 -0.22 -0.02 -0.10 -0.12 -0.03 -0.20 -0.05 0.11 -0.32 -0.02 -0.09 -0.08 -0.12 0.01 0.09 0.09 0.12 0.09 0.10 0.11 0.10 0.09 0.10 0.11 0.10 0.10 0.11 0.68 -0.58 -0.12 -0.08 -0.12 -0.57 0.77 -0.31 0.06 -0.24 -0.07 -0.10 -0.09 -0.04 -0.14 -0.02 -0.62 0.01 -0.07 0.10 0.11 0.10 0.08 0.11 0.10 0.10 0.12 0.09 0.13 0.81 -0.70 -0.18 -0.12 -0.12 -0.11 -0.18 0.08 0.09 0.09 0.09 0.08

Density functional theory data (the ωB97M-V functional and the def2-TZVPD basis) for a molecular structure, C37H28N6O5PSn at a distorted geometry.

```
! wB97M-V def2-TZVPD RIJCOSX def2/J DEFGRID3
* xyz 3 1
Sn 0.133 -0.111 -0.917
O 0.672 -2.320 -1.585
N 0.553 -2.740 -2.797
N 0.090 -1.668 -3.549
O -0.058 -0.452 -3.001
C -0.162 -2.002 -4.889
C -0.578 -0.963 -5.747
C -0.831 -1.353 -7.109
C -0.435 -2.601 -7.507
C -0.005 -3.606 -6.652
C 0.118 -3.363 -5.272
H -0.813 -0.015 -5.298
H -1.248 -0.551 -7.786
H -0.486 -2.772 -8.581
H 0.223 -4.643 -7.004
H 0.467 -4.144 -4.611
O 2.819 -1.826 -0.121
N 2.094 -0.716 0.375
C 2.769 -0.073 1.322
C 2.388 -0.124 2.725
C 3.442 0.273 3.603
C 3.459 -0.134 4.908
C 2.401 -0.904 5.429
C 1.270 -1.045 4.683
C 1.256 -0.741 3.266
P -0.165 -1.253 2.271
C -1.645 -0.649 3.107
C -2.235 0.616 2.812
C -3.192 1.058 3.697
C -3.562 0.338 4.825
C -2.902 -0.823 5.160
C -1.953 -1.381 4.288
C -0.357 -3.043 2.223
C 0.824 -3.814 1.988
C 0.735 -5.160 1.604
C -0.459 -5.747 1.208
C -1.604 -4.954 1.449
C -1.571 -3.626 1.962
H 2.111 -2.398 -0.519
H 3.678 0.474 1.046
H 4.213 0.906 3.123
H 4.333 0.121 5.586
H 2.467 -1.217 6.487
H 0.370 -1.443 5.087
H -1.983 1.176 1.882
H -3.683 2.005 3.440
H -4.445 0.697 5.373
H -3.174 -1.379 6.050
H -1.537 -2.347 4.503
H 1.860 -3.445 2.167
H 1.721 -5.695 1.697
H -0.525 -6.753 0.839
H -2.600 -5.304 1.215
H -2.454 -3.044 1.981
O -2.233 7.123 -0.691
N -1.120 6.920 -1.187
O -0.322 7.712 -1.627
C -0.575 5.556 -1.152
C 0.762 5.485 -1.226
C 1.482 4.258 -1.300
C 2.905 4.286 -1.359
C 3.510 3.057 -1.427
C 2.706 1.865 -1.615
N 1.407 1.853 -1.641
C 0.734 3.038 -1.506
C -0.735 3.107 -1.334
N -1.389 1.943 -1.304
C -2.738 1.959 -1.248
C -3.484 3.110 -1.069
C -2.831 4.333 -1.037
C -1.418 4.326 -1.122
H 1.371 6.429 -1.210
H 3.421 5.277 -1.237
H 4.568 2.912 -1.241
H 3.155 0.848 -1.766
H -3.110 0.961 -1.304
H -4.542 2.946 -0.882
H -3.330 5.374 -0.951
*
```

The energy relative to the best compared isomer or geometry (same formula, charge and spin) comes out at 293.49 kJ/mol. The HOMO energy (spin up / spin down) comes out at -15.128 / -15.134 eV. Its HOMO-LUMO gap (spin up / spin down) is 3.4984 / 3.3106 eV.

Charges per atom according to Löwdin partitioning, unit e: 1.40 -0.33 0.08 -0.14 -0.25 -0.19 0.02 -0.04 -0.08 -0.04 0.01 0.10 0.14 0.12 0.14 0.11 0.06 -0.13 0.03 -0.18 0.02 0.00 0.03 0.01 -0.22 1.15 -0.35 -0.07 -0.06 -0.03 -0.03 -0.09 -0.37 -0.08 -0.06 0.00 0.00 -0.07 0.08 0.16 0.15 0.17 0.16 0.10 0.10 0.13 0.14 0.13 0.11 0.12 0.14 0.13 0.12 0.10 0.10 -0.31 0.13 -0.04 0.06 -0.10 0.04 0.00 -0.12 -0.01 -0.10 -0.16 -0.01 -0.09 0.00 0.06 -0.04 0.16 0.16 0.12 0.14 0.11 0.13 0.16